The following is a quantum chemistry calculation of the ion C15H21N2OS with charge +1, from OMol25.

```
! wB97M-V def2-TZVPD RIJCOSX def2/J DEFGRID3
* xyz 1 1
C -5.6326 -2.2183 -0.0639
H -5.8755 -2.5817 -1.0653
H -5.1908 -3.0220 0.5193
H -6.5449 -1.8643 0.4246
O -4.6587 -1.1917 -0.1203
C -5.0638 -0.0512 -0.8474
C -3.8334 0.8512 -0.9253
H -3.0907 0.4079 -1.5916
H -4.0809 1.8567 -1.2648
N -3.2296 0.8888 0.4396
C -1.8688 1.3735 0.4836
N -0.8705 0.5773 0.3789
C 0.3152 1.2458 0.4025
C 0.1633 2.6078 0.5367
S -1.4843 3.0671 0.6208
H 0.9253 3.3559 0.6098
C 1.5919 0.5559 0.2850
C 2.6646 1.2327 -0.3012
C 3.9101 0.6521 -0.4457
C 4.0999 -0.6566 0.0173
C 3.0324 -1.3237 0.5990
C 1.7763 -0.7544 0.7451
C 0.6800 -1.5393 1.3955
H -0.0506 -1.8521 0.6513
H 0.1636 -0.9434 2.1454
H 1.0858 -2.4262 1.8742
H 3.1853 -2.3317 0.9569
C 5.4287 -1.3251 -0.1134
H 5.3997 -2.3321 0.2929
H 5.7270 -1.3801 -1.1597
H 6.1942 -0.7583 0.4149
C 5.0310 1.4075 -1.0854
H 4.7080 2.3989 -1.3911
H 5.8644 1.5126 -0.3922
H 5.3985 0.8767 -1.9625
H 2.5100 2.2330 -0.6787
H -3.2568 -0.1108 0.7340
H -3.8301 1.4295 1.0736
H -5.8977 0.4527 -0.3351
H -5.3955 -0.3204 -1.8574
*
```

Its SMILES is COCC[NH2+]c1nc(-c2cc(C)c(C)cc2C)cs1. The LUMO energy is -3.01 eV. Its relative energy (zero: lowest compared OMol25 entry of this formula, charge and spin) is 5.1 kJ/mol. As for the frontier orbital gap: 0.28810 Eh. The calculation puts the HOMO energy at -0.39885 Eh.

Here are the Löwdin charges for atoms 1 to 5, given in e: -0.062, 0.100, 0.101, 0.099, -0.219

The following is a quantum chemistry calculation of a cluster of 5 separate species, C15H21N6O11P in total, from OMol25.

```
! wB97M-V def2-TZVPD RIJCOSX def2/J DEFGRID3
* xyz 0 1
N -0.4360 2.6248 0.6309
P 0.1313 2.4755 -1.0105
O 1.5182 3.4240 -1.0767
C 0.6809 0.6815 -1.1291
C 0.1389 -0.2458 -1.9389
C 0.6931 -1.6917 -1.8922
O 0.4864 -2.4116 -2.8277
C 1.4818 -2.1790 -0.6603
C 2.0131 -1.2525 0.1530
C 2.7863 -1.5526 1.4319
C 2.3251 -1.0424 2.6923
C 3.1972 -1.3930 3.7688
C 4.3571 -2.1628 3.5157
N 4.8112 -2.6986 2.3632
C 3.9604 -2.3398 1.3790
C 1.8372 0.2546 -0.1879
O 2.5825 1.0540 0.3172
H -0.2008 1.7528 1.1203
H -1.4590 2.6153 0.5750
H 1.9421 3.4487 -0.1974
H -0.6849 0.0325 -2.6256
H 1.5755 -3.2569 -0.4488
H 1.4201 -0.4240 2.7822
H 2.9689 -1.0636 4.7964
H 5.0056 -2.3661 4.3967
H 4.2350 -2.7269 0.3718
C -3.0211 3.4306 -3.7471
N -2.5280 2.0405 -3.5671
O -2.2729 1.6796 -2.4356
O -2.4123 1.3613 -4.5702
H -3.0711 3.9105 -2.7746
H -2.3177 3.9452 -4.3971
H -4.0071 3.3720 -4.2015
C -4.4629 0.7420 2.5331
N -3.8492 1.1732 1.2494
O -3.4752 2.3314 1.1611
O -3.7626 0.3370 0.3745
H -4.4735 1.5855 3.2167
H -5.4724 0.4068 2.3169
H -3.8565 -0.0691 2.9295
C 5.0671 1.5685 -2.0343
N 6.0618 0.5818 -2.5357
O 6.2653 -0.4052 -1.8548
O 6.6010 0.8351 -3.5950
H 4.6703 1.2148 -1.0877
H 5.5819 2.5175 -1.9066
H 4.2781 1.6462 -2.7787
C -5.2999 -3.8778 1.1907
N -5.2345 -2.7806 2.1924
O -4.3910 -2.8632 3.0643
O -6.0330 -1.8729 2.0664
H -4.5345 -4.6103 1.4265
H -6.2914 -4.3196 1.2535
H -5.1263 -3.4374 0.2118
*
```

Its SMILES is NP(O)C1=CC(=O)C=C(c2cccnc2)C1=O.C[N+](=O)[O-].C[N+](=O)[O-].C[N+](=O)[O-].C[N+](=O)[O-]. The LUMO energy is -1.20 eV. As for the frontier orbital gap: 0.26980 Eh. The calculation puts the HOMO energy at -0.31372 Eh.

Here are the Löwdin charges for atoms 1 to 5, given in e: -0.146, 0.887, -0.331, -0.247, 0.023

The following is a quantum chemistry calculation of a structure of composition C15H21NO, from OMol25.

```
! wB97M-V def2-TZVPD RIJCOSX def2/J DEFGRID3
* xyz 0 1
C 1.2827 0.0211 4.6452
C 0.9780 -0.2606 3.0792
C -0.0848 -1.2231 2.7455
C -0.3206 -1.3779 1.5092
C 0.5685 -0.6898 0.4493
C 1.4468 0.1611 0.9376
C 1.7201 0.5082 2.3319
C 2.9937 1.1839 2.4838
H 3.7469 0.6733 3.1054
H 2.5579 2.1455 3.0594
H 3.2751 1.4578 1.6824
H 2.0778 0.3860 0.1410
C 0.2554 -0.9761 -0.9687
O 0.7995 -1.8015 -1.5556
N -0.9661 -0.6751 -1.4168
C -1.9737 0.4182 -0.6057
H -1.7312 0.4915 0.3305
C -1.6522 1.8245 -1.2111
H -2.5264 2.2687 -1.1859
C -1.4200 1.7069 -2.7030
C 0.2801 1.7117 -3.0473
H 0.4874 2.6528 -2.4929
H 0.6115 0.8456 -2.5334
H 0.2440 1.7262 -3.9876
C -1.8282 0.1928 -3.4811
C -1.4213 -0.8456 -2.8550
H -0.3802 -0.9672 -3.2966
H -2.1650 -1.8049 -2.9127
H -3.0726 0.5678 -3.1389
H -1.8223 0.5018 -4.4823
H -1.7804 2.4591 -3.2777
H -0.6458 2.1346 -0.7695
H -3.0057 0.0435 -0.9195
H -1.0550 -1.9795 1.3333
H -0.5200 -1.5700 3.7063
H 0.5674 -0.7277 5.3142
H 2.5190 -0.4051 4.7771
H 1.0704 1.1398 4.9959
*
```

The LUMO energy is 0.77 eV. Its relative energy (zero: lowest compared OMol25 entry of this formula, charge and spin) is 1203.8 kJ/mol. As for the frontier orbital gap: 0.34753 Eh. The calculation puts the HOMO energy at -0.31905 Eh.

Here are the Löwdin charges for atoms 1 to 5, given in e: -0.071, -0.240, -0.046, -0.016, -0.079

The following is a quantum chemistry calculation of a structure of composition C15H22AgN2O4S2, from OMol25.

```
! wB97M-V def2-TZVPD RIJCOSX def2/J DEFGRID3
* xyz 2 2
C 4.0474 -0.0615 1.5630
O 4.4017 -0.1299 0.1381
C 3.8584 -1.4042 -0.3411
C 3.2766 -1.3605 -1.8359
C 2.5210 0.0009 -2.2365
C 1.4064 0.4974 -1.1853
C -0.1212 0.1937 -1.6523
C -0.9067 -0.7715 -0.6174
C -0.1635 -1.8558 0.2546
C -0.9223 -2.8080 1.2246
N -0.3708 -3.8399 2.1104
S -1.7546 -4.4832 2.8621
N -3.1195 -3.6324 2.3009
C -2.5040 -2.7004 1.3737
C -3.2921 -1.6209 0.5382
C -2.5020 -0.6656 -0.4293
C -3.3929 0.4118 -1.2108
C -3.3347 1.8975 -0.5955
C -3.3383 1.9675 1.0106
S -1.8072 2.8418 1.6504
O -2.0461 3.1218 3.1119
O -0.5579 2.0029 1.5414
O -1.6933 4.2535 0.7533
H 2.9071 0.0577 1.6625
H 4.3234 -1.0125 2.1509
H 4.5151 0.8803 2.0688
H 3.1266 -1.8012 0.4463
H 4.7497 -2.1469 -0.3402
H 4.1840 -1.4894 -2.5459
H 2.5732 -2.2343 -2.0822
H 3.2920 0.8539 -2.3639
H 1.9592 -0.2110 -3.2277
H 1.4906 1.6540 -1.1469
H 1.6131 0.1497 -0.1064
H -0.1418 -0.2401 -2.7279
H -0.7071 1.1897 -1.7303
H 0.9726 -1.9373 0.1737
H -4.4343 -1.4832 0.6351
H -4.4683 0.0166 -1.3790
H -2.9422 0.4792 -2.2786
H -2.4074 2.4258 -1.0354
H -4.2825 2.4431 -0.9765
H -4.2706 2.5708 1.3384
H -3.4112 0.9615 1.5445
H -1.0121 4.8178 1.2083
Ag 4.6865 2.2005 0.3833
*
```

The LUMO energy (alpha / beta) is -7.87 / -9.58 eV. Its expectation value of S² is 0.810. As for the frontier orbital gap (alpha / beta): 0.26356 / 0.20876 Eh. The calculation puts the HOMO energy (alpha / beta) at -0.55261 / -0.56088 Eh.

Here are the Löwdin charges for atoms 1 to 5, given in e: -0.121, -0.304, -0.197, -0.151, -0.189